# 1
ORCA calculation (ωB97M-V with the def2-TZVPD basis set) on C3H7N in the gas phase at a distorted geometry.

ORCA input file:
```
! wB97M-V def2-TZVPD RIJCOSX def2/J DEFGRID3
* xyz 0 1
C -1.55868 -0.05771 -0.15533
C -0.17001 -0.07826 0.47134
C 1.05978 -0.58666 -0.18274
N 0.93680 0.79967 0.01654
H -1.45633 -0.12794 -1.23876
H -2.10401 -0.95906 0.23973
H -2.07963 0.91388 0.07039
H -0.19040 -0.14165 1.57763
H 0.96661 -1.02361 -1.18651
H 1.80296 -1.17686 0.44385
H 0.51670 1.25335 -0.82174
*
```

The HOMO energy is -0.3448 Ha. The relative energy (zero: lowest compared OMol25 entry of this formula, charge and spin) is 94.8 kJ/mol. As for the structure (SMILES): C[C@H]1CN1.

***

# 2
ORCA calculation (ωB97M-V with the def2-TZVPD basis set) on 2 unconnected molecules or ions with the total composition C5H9N3OS at a distorted geometry.

ORCA input file:
```
! wB97M-V def2-TZVPD RIJCOSX def2/J DEFGRID3
* xyz 0 1
C -0.07627 2.19461 -0.42673
C 1.34907 0.53530 0.06121
C 0.40382 2.24395 0.83856
C 0.55868 0.36443 -2.24193
C -0.58035 -1.03127 2.38584
N 1.21244 1.28622 1.14911
N -0.38330 -1.65345 -0.20079
N 0.55104 1.02893 -0.91428
O -2.65600 -1.49378 0.69465
S -1.36534 -0.79046 0.71214
H -0.63471 2.70079 -1.12903
H 1.89354 -0.41250 -0.15089
H 1.56380 0.58078 -2.84530
H 0.54743 -0.77217 -2.13845
H -0.16569 0.74493 -2.77674
H -1.13337 -0.17847 2.99409
H -0.73417 -2.10229 2.53903
H 0.38908 -0.83637 2.19867
H -0.73969 -2.40918 -0.74915
*
```

The HOMO energy (alpha / beta) is -0.3314 / -0.3237 Ha. The relative energy (zero: lowest compared OMol25 entry of this formula, charge and spin) is 568.5 kJ/mol.

***

no.,total energy (eV)
1,-4713.174
2,-22677.253